# 1
The following is a DFT calculation (ωB97M-V/def2-TZVPD) of C21H23BiClINO7S2Sb as an isolated structure.

Each line ends with the Mulliken charge.
Positions of all 58 atoms, in Å:
1 Bi -1.25390 -1.88348 0.89400  1.372
2 Cl 4.22832 -6.26654 2.04012  -0.256
3 C 3.22770 -5.06078 1.49554  0.545
4 C 3.80183 -3.80660 1.33715  -0.712
5 C 3.01996 -2.70264 1.07408  -0.579
6 I 4.04622 -0.89381 0.75126  0.101
7 C 1.63199 -2.73704 0.96904  0.948
8 O 0.92878 -1.63905 0.79873  -0.462
9 C 1.02084 -4.06691 1.20601  0.445
10 N -0.33763 -4.14521 1.28141  -0.378
11 C -0.93774 -5.32740 1.32184  -0.198
12 C -0.23091 -6.50304 1.62649  -0.742
13 C 1.15590 -6.43843 1.66865  -0.701
14 C 1.83417 -5.21000 1.40445  0.242
15 H 4.87064 -3.72593 1.44155  0.398
16 H -2.02076 -5.32601 1.16174  0.426
17 H -0.78930 -7.46852 1.66652  0.349
18 H 1.64476 -7.21724 2.18263  0.412
19 O -2.38567 2.16506 -0.81024  -0.550
20 S -2.09953 0.75330 -0.70879  1.531
21 O -0.65288 0.37691 -0.68917  -0.533
22 O -2.71468 0.01107 0.43941  -0.839
23 C -2.79932 0.16855 -2.27756  -0.178
24 C -2.91404 1.23029 -3.25383  -0.431
25 C -3.06422 0.96540 -4.62048  -0.591
26 C -3.44568 -0.32554 -4.99495  -0.403
27 C -3.41600 -1.36207 -4.03614  -0.575
28 C -2.89891 -1.14303 -2.74727  0.106
29 S -2.31208 -2.63452 -1.82509  1.626
30 O -3.06505 -2.77495 -0.52818  -0.715
31 O -2.37937 -3.77952 -2.69410  -0.632
32 O -0.97980 -2.18958 -1.34616  -0.525
33 H -2.81409 2.29854 -2.92927  0.407
34 H -2.92347 1.81105 -5.34032  0.350
35 H -3.50249 -0.64145 -6.07740  0.282
36 H -3.72448 -2.35003 -4.30095  0.481
37 C 1.38011 3.44322 -1.93165  -0.821
38 C 1.11198 4.35285 -0.76810  -0.860
39 Sb 0.80946 3.07838 1.06543  0.655
40 C -1.14887 4.05058 1.63416  -0.847
41 C -1.07523 5.09802 2.79817  -1.103
42 C 2.48352 4.17133 2.08055  -0.802
43 C 3.26874 2.98929 2.77719  -1.088
44 H 1.52915 3.90402 -2.97897  0.304
45 H 0.61211 2.68399 -2.13928  0.145
46 H 2.25884 2.78572 -1.76461  0.277
47 H 0.16180 4.91862 -0.70033  0.363
48 H 1.92644 5.03641 -0.54627  0.392
49 H -1.75139 3.16982 1.84967  0.406
50 H -1.44858 4.55718 0.71503  0.388
51 H -0.90005 4.59285 3.81491  0.256
52 H -2.09892 5.56923 2.83997  0.351
53 H -0.25777 5.79061 2.56918  0.288
54 H 1.99923 4.79291 2.86540  0.316
55 H 3.05321 4.80871 1.39710  0.415
56 H 2.63875 2.21995 3.26399  0.313
57 H 3.92811 3.47270 3.48306  0.363
58 H 3.77030 2.35274 2.09469  0.266

As for the total energy: -3404.4873 Eh. The calculation puts the highest occupied orbital energy at -7.49 eV. Its HOMO-LUMO gap is 6.0 eV. The value obtained for the energy above the lowest of the compared OMol25 structures with the same formula, charge and spin is 25.3 kcal per mole. The LUMO energy is -1.5 eV.

---

# 2
The following is a DFT calculation (ωB97M-V/def2-TZVPD) of C21H23BrHgN3O4S2 as an isolated structure.

Each line ends with the Mulliken charge.
Positions of all 55 atoms, in Å:
1 Hg -1.11888 1.33861 0.27913  0.885
2 C -0.07668 0.37921 2.61013  -1.065
3 O -1.16868 1.18541 2.19583  -0.384
4 C -0.97048 2.58401 2.42243  -0.658
5 C 0.01362 3.22271 1.43983  -0.008
6 O -0.52608 3.16301 0.11803  0.070
7 C 0.36942 3.70271 -0.84307  -0.779
8 H 0.16902 0.56681 3.65973  0.453
9 H 0.79902 0.55131 1.97933  0.904
10 H -0.36848 -0.66949 2.50583  0.149
11 H -0.64748 2.74701 3.45683  0.554
12 H -1.95218 3.05471 2.30153  -0.172
13 H 0.97892 2.70751 1.45933  0.116
14 H 0.16662 4.27281 1.71323  0.591
15 H 0.58132 4.75331 -0.62267  0.268
16 H -0.10258 3.64041 -1.82727  0.303
17 H 1.29972 3.12711 -0.86517  0.203
18 Br -0.17538 -4.37139 -5.77707  -0.293
19 C 0.83922 -4.33899 -4.15957  0.031
20 C 1.46112 -3.15769 -3.74687  -0.537
21 C 2.20532 -3.13089 -2.56347  -0.083
22 C 2.32682 -4.29309 -1.77187  -0.074
23 C 1.71262 -5.47569 -2.20807  -0.244
24 C 0.96872 -5.49859 -3.39117  -0.319
25 N 3.08312 -4.33809 -0.55887  -0.622
26 N 3.31242 -3.38079 0.22173  -0.862
27 C 2.62992 -2.12959 0.24183  -0.197
28 C 3.40762 -0.95759 0.27183  -0.785
29 C 2.80942 0.30941 0.28203  -1.053
30 C 1.42472 0.40491 0.27463  0.185
31 O 0.83702 1.41261 0.27913  -0.366
32 C 0.64672 -0.74649 0.26983  1.200
33 N -0.57708 -0.56839 0.27913  -0.593
34 C -1.57618 -1.59139 0.28823  -0.482
35 C -1.05188 -2.98359 0.30263  -0.708
36 C 0.28132 -3.18619 0.29433  -0.852
37 C 1.21362 -2.02309 0.26033  0.891
38 H 1.37252 -2.25999 -4.34517  0.381
39 H 2.68702 -2.20499 -2.28867  0.385
40 H 1.80582 -6.38169 -1.62217  0.413
41 H 0.49472 -6.41809 -3.70977  0.371
42 H 4.48822 -1.02929 0.27243  0.288
43 H 3.42672 1.19781 0.29323  0.418
44 H -2.66208 -1.42769 0.29673  0.254
45 H -1.73108 -3.82829 0.32833  0.398
46 H 0.65092 -4.20359 0.32263  0.488
47 C -3.53958 5.19731 1.89033  -0.577
48 O -4.57408 4.82111 0.99863  -0.375
49 C -4.44148 3.71101 0.23433  0.215
50 S -5.81038 3.46501 -0.71977  -0.495
51 S -3.05708 2.74731 0.27913  -0.355
52 H -3.86288 6.10821 2.40443  0.323
53 H -2.61578 5.44061 1.35543  0.221
54 H -3.37328 4.43581 2.65913  0.284
55 H -2.48378 0.34661 0.27913  -0.302

As for the total energy: -4802.4826 Eh. The calculation puts the highest occupied orbital energy (alpha / beta) at 0.43 / -0.40 eV. The charge is -2. Its HOMO-LUMO gap (alpha / beta) is 3.8 / 4.7 eV. The value obtained for the energy above the lowest of the compared OMol25 structures with the same formula, charge and spin is 51.7 kcal per mole. Its spin multiplicity is 2. The LUMO energy (alpha / beta) is 4.3 / 4.3 eV.

---

# 3
The following is a DFT calculation (ωB97M-V/def2-TZVPD) of a 4-piece molecular cluster, C21H23Cl6N2O3S overall.

Each line ends with the Mulliken charge.
Positions of all 56 atoms, in Å:
1 N 1.00815 -2.35847 1.68913  -0.604
2 C -0.03838 -1.76142 1.29717  0.176
3 C -0.85327 -0.85937 2.18683  -1.486
4 C -1.76768 0.07563 1.45208  -0.056
5 C -1.31241 1.31072 0.94600  0.365
6 C 0.14743 1.79788 1.06483  0.469
7 O 0.90069 1.26360 1.90649  -0.737
8 O 0.43773 2.71901 0.28253  -0.767
9 C -2.21048 2.15055 0.29457  -0.814
10 C -3.54557 1.81600 0.13134  -0.371
11 C -4.00594 0.59076 0.59754  -0.097
12 C -3.11714 -0.25136 1.25659  0.514
13 S -3.76011 -1.80810 1.86736  -0.222
14 C -5.41050 -1.32114 2.28031  0.759
15 C -6.07444 -1.89467 3.35864  -0.517
16 C -7.38336 -1.51739 3.61954  0.138
17 O -8.05275 -2.11718 4.68227  -0.568
18 C -8.03796 -0.58911 2.82883  -0.577
19 C -7.34629 -0.00825 1.77365  -0.352
20 C -6.03192 -0.36165 1.48686  -0.484
21 N -5.39221 0.25860 0.36255  -0.345
22 H 1.18086 -2.10126 2.66263  0.222
23 H -0.34075 -1.95421 0.26994  0.405
24 H -1.42178 -1.50261 2.86052  0.713
25 H -0.15336 -0.29039 2.79098  0.411
26 H -1.87502 3.10457 -0.07724  0.458
27 H -4.24081 2.47967 -0.35799  0.452
28 H -5.56521 -2.61931 3.97465  0.455
29 H -7.84898 -1.65568 5.49912  0.312
30 H -9.06155 -0.31642 3.02571  0.441
31 H -7.82641 0.72473 1.14346  0.427
32 H -5.41581 -0.42875 -0.39000  0.304
33 Cl 3.72508 -5.48370 -1.24575  -0.227
34 C 3.50171 -4.11428 -0.11257  -0.220
35 C 4.36693 -2.93164 -0.44292  -0.214
36 Cl 6.10691 -3.23729 -0.16709  -0.214
37 H 3.69473 -4.48267 0.89086  0.335
38 H 2.45954 -3.80927 -0.17245  0.081
39 H 4.08290 -2.10165 0.20252  0.356
40 H 4.25238 -2.61197 -1.47664  0.077
41 Cl 4.38592 -0.72004 -2.93581  -0.234
42 C 5.57900 0.46437 -2.34401  0.059
43 C 6.93389 0.25680 -2.96607  -0.354
44 Cl 7.71521 -1.24564 -2.40057  -0.183
45 H 5.61865 0.39011 -1.25964  0.372
46 H 5.20045 1.44895 -2.61060  -0.256
47 H 7.59220 1.07909 -2.69010  0.289
48 H 6.86685 0.21591 -4.05036  0.293
49 Cl 5.74215 4.25385 -2.87707  -0.181
50 C 4.53114 4.86734 -4.03446  -0.396
51 C 3.39100 3.90357 -4.23922  -0.556
52 Cl 3.90711 2.42713 -5.09606  -0.177
53 H 5.04444 5.07828 -4.96920  0.304
54 H 4.14945 5.80184 -3.62689  0.306
55 H 2.62176 4.37418 -4.84889  0.353
56 H 2.94586 3.60172 -3.29395  0.359

As for the total energy: -4308.6909 Eh. The calculation puts the highest occupied orbital energy at -5.04 eV. The charge is -1. Its HOMO-LUMO gap is 7.3 eV. The LUMO energy is 2.3 eV.

---

# 4
The following is a DFT calculation (ωB97M-V/def2-TZVPD) of one molecule with the formula C21H23ClN4O3S.

Each line ends with the Mulliken charge.
Positions of all 53 atoms, in Å:
1 C -2.63979 -0.29611 0.88380  -0.271
2 O -3.36050 -1.06898 -0.04294  -0.346
3 C -3.05864 -2.44670 -0.01445  -1.340
4 C -1.68006 -2.72328 -0.56113  1.057
5 C -0.58586 -2.86010 0.27924  -0.490
6 C 0.69014 -3.00865 -0.26221  0.410
7 C 1.91073 -3.16371 0.57807  -1.484
8 N 0.87804 -3.01042 -1.57229  -0.303
9 C -0.14241 -2.87666 -2.39219  0.693
10 S 0.26611 -2.78561 -4.10098  -0.209
11 C 2.06413 -2.52123 -3.93404  -0.694
12 C 2.40745 -1.53268 -2.82103  0.419
13 O 3.38812 -1.67386 -2.12992  -0.636
14 N 1.54759 -0.47594 -2.76770  -0.073
15 C 1.29501 0.36168 -1.67922  0.377
16 C 2.09415 0.39495 -0.54296  -0.826
17 C 1.74625 1.20265 0.52089  -0.083
18 C 0.60673 2.01121 0.50462  -0.408
19 N 0.21133 2.78093 1.59679  0.482
20 C 0.71123 2.43441 2.91101  -0.753
21 C -0.24313 3.04080 3.94636  -0.741
22 O -0.33303 4.43773 3.81188  -0.394
23 C -0.77950 4.78616 2.52080  -0.574
24 C 0.15271 4.22564 1.44693  -0.642
25 C -0.18782 1.95271 -0.64927  0.128
26 Cl -1.67274 2.83916 -0.75042  -0.180
27 C 0.14794 1.15086 -1.72078  -0.555
28 C -1.46619 -2.73737 -1.94628  0.343
29 C -2.51870 -2.58927 -2.87239  -0.531
30 N -3.35332 -2.47892 -3.65062  -0.507
31 H -3.02141 0.71794 0.79154  0.213
32 H -2.80115 -0.65560 1.90821  0.347
33 H -1.56293 -0.29339 0.67259  -0.042
34 H -3.13683 -2.83499 1.01273  0.369
35 H -3.81975 -2.91897 -0.64160  0.524
36 H -0.71800 -2.84832 1.35037  0.407
37 H 2.02332 -4.20700 0.87231  0.375
38 H 1.84023 -2.55837 1.47822  0.351
39 H 2.78290 -2.87539 -0.00282  0.314
40 H 2.55392 -3.47036 -3.72229  0.382
41 H 2.39521 -2.14598 -4.90316  0.417
42 H 0.82613 -0.45339 -3.47967  0.222
43 H 2.98427 -0.20947 -0.50055  0.546
44 H 2.38868 1.21808 1.38687  0.482
45 H 0.72150 1.34905 3.02227  0.424
46 H 1.72428 2.83156 3.08586  0.344
47 H 0.11735 2.85269 4.95916  0.368
48 H -1.23857 2.58742 3.82052  0.319
49 H -0.79850 5.87633 2.48705  0.346
50 H -1.79462 4.39512 2.35666  0.288
51 H -0.21520 4.48988 0.45814  0.480
52 H 1.15647 4.66210 1.58009  0.270
53 H -0.50327 1.12164 -2.58209  0.384

As for the total energy: -2117.1527 Eh. The calculation puts the highest occupied orbital energy at -8.02 eV. Its HOMO-LUMO gap is 8.0 eV. The value obtained for the energy above the lowest of the compared OMol25 structures with the same formula, charge and spin is 27.3 kcal per mole. The LUMO energy is 0.0 eV.

---

Record-wise max |F| values, in Eh/bohr: 0.0491, 0.2725, 0.0157, 0.0223